Entry 1:
120
Properties=species:S:1:pos:R:3:mulliken_charge:R:1 method="wB97M-V/def2-TZVPD" charge=0 homo_energy_ev=-9.766 e_lumo_ev=-0.75 orbital_gap_ev=9.0 e_above_lowest_ev=17.2525
H -2.6999 3.0157 3.5398 0.326
H -2.5054 1.5903 3.2326 0.221
O -2.6268 2.1971 3.9793 -0.600
H 1.4740 -5.7520 0.2359 0.274
H 1.9190 -5.8786 -1.2591 0.268
O 1.2555 -5.6399 -0.6970 -0.609
H -3.0470 -0.6405 0.9363 0.005
H -1.5280 -0.8741 0.6725 0.030
O -2.2805 -0.4956 1.3918 0.549
H -0.9628 0.0366 4.3894 0.025
H -1.1159 1.2350 5.3271 0.277
O -0.5323 0.5388 5.0683 -0.623
H 0.3099 -4.1787 4.9208 0.339
H 0.1576 -3.3946 3.5431 0.295
O 0.2711 -4.3820 3.9222 -0.780
H 3.0417 5.6805 -2.7473 0.272
O 2.9576 4.7480 -2.2746 -0.479
H -1.2382 4.5580 2.6311 0.214
O -1.9687 4.3272 2.1928 -0.577
H 2.4910 2.8168 -0.1707 0.354
H 2.8639 2.3625 1.4217 0.232
O 2.3427 2.0988 0.5169 -0.230
H 1.5144 0.1847 5.3168 0.276
H 2.9508 0.4571 4.9645 0.311
O 2.2399 -0.1640 4.7707 -0.674
H 4.3013 3.2696 -0.1411 0.335
H 4.3132 4.7122 -0.3073 0.282
O 3.8334 4.0701 -0.0275 -0.660
H -0.0505 -1.3042 3.8228 0.176
H 1.5609 -1.4715 3.7954 0.274
O 0.6469 -1.8628 3.5018 -0.411
H 3.1777 3.0251 3.8137 0.326
O 3.4007 2.0993 3.9218 -0.740
H 2.1324 -0.6888 -3.9331 0.095
H 1.9868 -1.9661 -4.2175 0.235
O 1.8286 -1.4056 -3.5161 -0.399
H -4.3143 -0.9743 -0.9822 0.211
H -3.3957 -0.3070 -1.8568 0.090
O -3.6980 -0.4099 -1.0336 -0.068
H -6.5117 -1.3380 0.9725 0.265
H -5.1862 -0.5487 1.2571 0.143
O -5.5156 -1.2709 0.7741 -0.590
H -0.7851 -1.6017 -3.5965 0.243
H -0.2498 -2.7735 -2.9854 0.272
O -0.9847 -2.4498 -3.3856 -0.585
H -2.8007 -3.6486 0.6203 0.290
H -4.2689 -3.1996 0.2373 0.304
O -3.7445 -3.8892 0.6179 -0.670
H -0.6651 2.0246 -4.5400 0.228
H -0.4698 2.0644 -3.0392 0.039
O -1.0473 2.4391 -3.6916 -0.503
H -2.0029 0.4262 -0.5964 -0.266
O -1.2751 0.9905 -1.1156 1.009
H -4.6122 1.2762 -2.4321 0.295
H -3.5779 2.0324 -3.3315 0.397
O -4.3820 1.4882 -3.3601 -0.694
H -5.1463 2.0431 1.9111 0.261
O -4.9378 1.6285 1.1161 -0.555
H 1.0819 -0.9547 -0.4439 0.002
H 1.1663 -1.3993 -1.9580 0.201
O 1.0565 -0.6850 -1.2825 0.001
H 0.6600 -0.8818 1.7108 -0.435
H 0.6199 0.6087 1.1994 -0.396
O 0.8239 -0.2448 1.1145 1.136
H -0.4127 -2.1716 -0.3701 0.311
H -0.8936 -1.3884 -1.4996 -0.177
O -1.1401 -1.7025 -0.6512 0.080
H 0.8141 -2.7668 1.6842 -0.001
H -0.6712 -3.4712 1.6009 0.209
O 0.1991 -3.0597 1.2065 -0.581
H 4.1349 -2.7953 -3.2555 0.286
H 4.2614 -3.9394 -2.3807 0.241
O 4.5250 -3.5615 -3.0716 -0.528
H -0.2684 -6.3093 -1.4318 0.324
H -1.4537 -5.6250 -1.9822 0.292
O -1.1574 -6.3570 -1.4611 -0.583
H -3.9079 4.2267 -3.9823 0.303
H -2.8649 4.2254 -3.0474 0.255
O -3.8907 3.9988 -3.0785 -0.614
H -1.9164 -0.4953 -5.8708 0.343
H -1.1939 0.8729 -5.9086 0.275
O -1.0946 0.0638 -5.5511 -0.609
H -1.9307 -1.7432 4.2964 0.292
H -2.2223 -1.0285 2.8181 0.661
O -2.2301 -0.8834 3.8428 -0.715
H 0.1681 4.1054 -2.3313 0.222
H 0.8673 5.5222 -1.8935 0.216
O 0.3686 4.7390 -1.6442 -0.568
H -3.1702 -3.7829 4.7232 0.255
O -2.2264 -3.7578 4.6364 -0.566
H 0.1681 2.4694 3.6454 0.315
H -0.1949 1.2905 2.8334 -0.144
O 0.1479 2.1609 2.7174 -0.289
H -0.5073 0.8297 -0.7260 -0.221
H 3.8516 4.3087 -2.1247 0.244
H -4.5225 2.1409 0.3468 0.243
H -1.9867 4.1393 1.2884 0.436
H 2.5111 1.6347 3.6822 0.407
H -2.0717 -4.6601 4.2063 0.321
O -2.0341 3.4232 -0.3061 -0.476
H -2.7338 3.6438 -0.9865 0.195
H -1.2681 3.2808 -0.8503 0.002
O 3.4182 -2.7765 0.3595 -0.307
H 4.1227 -2.2799 0.5499 0.218
H 3.6029 -3.7070 0.3511 0.207
O 2.7116 1.7769 -3.1306 -0.705
H 1.9401 1.2712 -3.4005 0.228
H 2.2711 2.4686 -2.6797 0.299
O 5.3585 -0.9933 1.5679 -0.622
H 5.0719 -1.0475 2.4105 0.243
H 5.3985 -0.0528 1.1141 0.310
O 6.0199 -0.9514 -1.6959 -0.608
H 5.7536 -1.8599 -1.3953 0.320
H 5.6931 -0.1964 -1.2593 0.266
O -2.7098 -0.0939 -3.6173 -0.687
H -2.7308 0.6029 -4.2322 0.302
H -1.8914 -0.0549 -3.2219 0.080
O 4.7836 2.2817 -1.4492 -0.637
H 4.0022 1.8756 -1.6088 0.277
H 4.8795 2.7900 -2.2231 0.328


Entry 2:
14
Properties=species:S:1:pos:R:3:mulliken_charge:R:1 method="wB97M-V/def2-TZVPD" charge=+3 multiplicity=2 homo_energy_ev="-21.337 / -21.340" s2=1.7718 e_lumo_ev="-16.43 / -18.38" orbital_gap_ev="4.9 / 3.0"
In 8.2510 1.4961 -4.8010 0.989
O 5.5488 1.2789 -0.3493 -0.038
C 6.6817 1.2927 0.1297 0.679
O 7.0103 1.5243 1.3680 -0.387
B 8.4725 1.4076 1.6056 0.660
O 9.0070 1.2497 0.1807 -0.267
C 7.9594 1.1683 -0.6847 0.591
O 8.0086 1.1466 -1.9161 -0.377
O 8.7832 0.4474 2.6144 -0.150
C 9.2430 1.1581 3.6343 0.696
O 9.4831 0.6626 4.7333 0.091
C 9.2777 2.6224 3.2642 0.670
O 8.7843 2.7413 2.0915 -0.215
O 9.7561 3.5326 3.9553 0.057